(1)
A 12-piece molecular cluster, H24O12 overall at a distorted geometry, computed with ωB97M-V/def2-TZVPD.

Its LUMO energy is -0.30 eV. The frontier orbital gap is 0.35929 Eh. The HOMO energy is -0.370 Ha. As for the SMILES: O.O.O.O.O.O.O.O.O.O.O.O. The net charge is 0.

Each line ends with the Löwdin charge.
CARTESIAN COORDINATES (ANGSTROEM)
O (0.75, 0.19, -0.66)  -0.04
H (0.34, 0.98, -1.03)  0.03
H (1.67, 0.26, -0.92)  0.04
O (1.69, 1.04, 2.50)  -0.06
H (0.80, 1.40, 2.44)  0.01
H (2.24, 1.66, 2.01)  0.00
O (-0.79, -3.37, 2.30)  -0.05
H (-1.53, -2.95, 2.75)  0.04
H (-1.01, -3.29, 1.36)  -0.01
O (-0.77, -2.34, -0.65)  -0.04
H (0.18, -2.48, -0.54)  0.07
H (-1.16, -3.18, -0.40)  0.06
O (-0.36, 2.55, -0.12)  -0.04
H (-0.06, 3.19, 0.54)  0.07
H (-0.38, 1.72, 0.37)  0.04
O (5.32, -1.73, 0.07)  -0.06
H (4.56, -2.01, 0.58)  0.03
H (4.98, -1.63, -0.83)  0.03
O (3.65, 1.69, 0.41)  -0.04
H (2.76, 1.59, 0.04)  0.00
H (3.96, 2.53, 0.05)  0.06
O (0.44, -0.53, -4.04)  -0.05
H (0.33, -0.91, -3.16)  0.00
H (1.35, -0.75, -4.27)  0.04
O (-3.97, 0.55, -0.56)  -0.07
H (-4.62, 0.17, 0.04)  0.03
H (-4.05, 0.03, -1.36)  0.01
O (-3.29, 3.16, -0.35)  -0.08
H (-3.29, 3.98, -0.85)  0.03
H (-2.41, 2.79, -0.51)  -0.01
O (-0.53, -0.20, 3.35)  -0.06
H (0.08, -0.90, 3.08)  0.03
H (-0.88, -0.51, 4.20)  0.04
O (-2.19, -0.96, -2.10)  -0.07
H (-1.40, -1.49, -1.95)  -0.03
H (-2.11, -0.67, -3.01)  0.04


(2)
C17H29FNO2OsP2 as an isolated structure at a distorted geometry, computed with ωB97M-V/def2-TZVPD.

Its LUMO energy (alpha / beta) is -2.73 / -5.52 eV. The frontier orbital gap (alpha / beta) is 0.18529 / 0.23997 Eh. The multiplicity is 5. The HOMO energy (alpha / beta) is -0.286 / -0.443 Ha. The net charge is +1.

Each line ends with the Löwdin charge.
CARTESIAN COORDINATES (ANGSTROEM)
C (-0.83, 0.87, -4.22)  -0.03
C (-1.02, 0.54, -2.84)  -0.35
N (-0.08, 1.00, -1.88)  -0.16
C (0.83, 1.93, -2.27)  -0.35
C (0.81, 2.49, -3.55)  -0.03
C (0.02, 1.92, -4.54)  -0.09
C (-2.07, -0.28, -2.41)  -0.19
P (-2.16, -0.61, -0.67)  0.72
Os (-0.10, 0.25, 0.15)  1.01
P (1.88, 1.41, 0.29)  0.65
C (1.73, 2.47, -1.16)  -0.27
O (-0.37, -3.89, -4.60)  -0.06
O (0.37, -5.54, -0.20)  -0.06
H (-1.41, 0.31, -4.97)  0.12
H (1.47, 3.34, -3.73)  0.12
H (0.08, 2.29, -5.56)  0.11
C (-3.59, 0.44, -0.18)  -0.24
C (-2.76, -2.32, -0.20)  -0.22
H (2.74, 2.75, -1.49)  0.10
H (1.25, 3.37, -0.74)  0.10
H (-0.84, -3.66, -3.76)  0.04
H (-2.65, -0.71, -3.20)  0.09
C (2.16, 2.18, 1.83)  -0.23
C (3.45, 0.45, -0.10)  -0.21
H (1.33, -0.64, 0.11)  0.02
H (1.08, -4.87, -0.12)  0.04
H (-0.12, -5.06, -0.89)  0.02
H (0.25, -3.18, -4.74)  0.02
H (-0.33, 1.77, 0.83)  0.02
H (1.34, -0.15, -0.75)  0.05
H (-4.45, 0.13, -0.79)  0.06
H (-3.86, 0.43, 0.89)  0.05
H (-3.28, 1.45, -0.46)  0.05
H (-3.58, -2.69, -0.85)  0.06
H (-1.90, -3.02, -0.23)  0.03
H (-3.15, -2.34, 0.83)  0.05
H (4.23, 1.20, -0.26)  0.06
H (3.74, -0.22, 0.72)  0.06
H (3.36, -0.15, -1.01)  0.06
H (3.06, 2.80, 1.74)  0.07
H (1.27, 2.78, 2.03)  0.05
H (2.27, 1.42, 2.61)  0.07
F (0.13, -2.38, 5.77)  0.07
C (0.11, -1.93, 4.47)  -0.24
C (1.23, -2.05, 3.67)  0.00
C (1.18, -1.59, 2.36)  -0.11
C (0.06, -0.88, 1.88)  -0.39
C (-1.09, -0.87, 2.68)  -0.14
C (-1.05, -1.35, 3.98)  0.01
H (2.11, -2.53, 4.09)  0.13
H (2.02, -1.78, 1.69)  0.09
H (-2.01, -0.47, 2.27)  0.07
H (-1.92, -1.28, 4.62)  0.13


(3)
One molecule with the formula C10H13N at a distorted geometry, computed with ωB97M-V/def2-TZVPD.

Its LUMO energy is 0.86 eV. The frontier orbital gap is 0.33464 Eh. The HOMO energy is -0.303 Ha. As for the SMILES: C#C[C@](C)(CC)c1ccc[nH]1. The net charge is 0.

Each line ends with the Löwdin charge.
CARTESIAN COORDINATES (ANGSTROEM)
C (1.13, -2.85, 0.51)  0.14
C (1.17, -1.77, -0.08)  -0.11
C (0.89, -0.38, -0.35)  -0.42
C (1.43, 0.18, -1.71)  -0.05
C (1.52, 0.43, 0.85)  -0.20
C (1.15, 1.89, 0.81)  -0.14
C (-0.87, -0.35, -0.41)  -0.19
C (-1.70, 0.47, -1.05)  -0.09
C (-2.95, 0.24, -0.46)  -0.11
C (-2.83, -0.75, 0.54)  -0.09
N (-1.45, -1.00, 0.65)  0.06
H (1.05, -3.58, 1.18)  -0.01
H (2.62, 0.05, -1.60)  0.13
H (1.08, -0.51, -2.51)  0.09
H (1.05, 1.20, -1.76)  0.06
H (1.06, -0.10, 1.89)  0.17
H (2.59, 0.27, 0.95)  0.10
H (1.21, 2.57, -0.07)  0.08
H (1.75, 2.43, 1.51)  0.05
H (0.15, 2.24, 1.20)  0.09
H (-1.53, 1.35, -1.70)  0.12
H (-3.79, 0.79, -0.79)  0.08
H (-3.59, -1.02, 1.30)  0.11
H (-1.14, -1.81, 1.11)  0.12


(4)
C35H30N9O4SY as an isolated structure at a distorted geometry, computed with ωB97M-V/def2-TZVPD.

Its LUMO energy is -0.48 eV. The frontier orbital gap is 0.24102 Eh. The HOMO energy is -0.259 Ha. The net charge is 0.

Each line ends with the Löwdin charge.
CARTESIAN COORDINATES (ANGSTROEM)
Y (0.70, -0.35, -0.71)  1.39
O (2.31, -2.16, 2.94)  0.05
C (1.99, -1.47, 1.97)  -0.47
N (1.23, -1.78, 0.91)  -0.03
C (0.87, -3.12, 0.61)  -0.21
C (0.61, -4.10, 1.55)  -0.02
C (0.29, -5.39, 1.13)  -0.10
C (0.24, -5.69, -0.22)  -0.10
C (0.51, -4.72, -1.17)  -0.02
C (0.83, -3.43, -0.77)  -0.21
N (1.16, -2.36, -1.63)  -0.03
C (1.65, -2.53, -2.86)  -0.49
O (1.77, -3.56, -3.53)  0.03
C (2.17, -1.23, -3.48)  -0.20
C (2.58, -1.27, -4.80)  0.00
C (3.12, -0.12, -5.36)  -0.04
C (3.22, 1.02, -4.58)  -0.05
C (2.75, 0.98, -3.28)  -0.18
N (2.22, -0.12, -2.73)  0.03
C (2.56, -0.06, 1.90)  -0.18
C (3.14, 0.49, 3.03)  0.01
C (3.69, 1.76, 2.96)  -0.04
C (3.65, 2.44, 1.75)  -0.05
C (3.05, 1.82, 0.67)  -0.13
N (2.52, 0.60, 0.73)  0.03
H (0.67, -3.85, 2.60)  0.10
H (0.09, -6.15, 1.87)  0.10
H (-0.01, -6.70, -0.54)  0.09
H (0.50, -4.96, -2.23)  0.10
H (2.49, -2.20, -5.34)  0.12
H (3.46, -0.11, -6.39)  0.11
H (3.65, 1.94, -4.96)  0.11
H (2.79, 1.86, -2.65)  0.07
H (3.14, -0.10, 3.94)  0.12
H (4.13, 2.22, 3.83)  0.11
H (4.07, 3.43, 1.64)  0.11
H (2.99, 2.32, -0.29)  0.09
O (0.35, 2.79, 3.02)  0.04
C (-0.51, 2.06, 3.76)  -0.28
C (-0.68, 2.42, 5.10)  -0.02
C (-1.55, 1.71, 5.90)  -0.08
C (-2.26, 0.62, 5.39)  -0.09
C (-2.10, 0.27, 4.07)  -0.02
C (-1.23, 0.97, 3.23)  -0.09
C (-1.06, 0.59, 1.80)  -0.44
O (-0.12, 1.14, 1.13)  -0.16
N (-1.91, -0.30, 1.33)  0.08
N (-1.60, -0.61, 0.03)  -0.09
C (-2.40, -1.41, -0.57)  -0.07
C (-2.18, -1.70, -1.99)  -0.27
C (-2.99, -2.61, -2.66)  -0.01
C (-2.80, -2.80, -4.02)  -0.05
C (-1.82, -2.06, -4.66)  -0.04
C (-1.06, -1.18, -3.91)  -0.12
N (-1.21, -1.01, -2.60)  0.06
H (0.44, 2.30, 2.16)  0.06
H (-0.12, 3.26, 5.48)  0.12
H (-1.67, 2.00, 6.93)  0.10
H (-2.93, 0.06, 6.02)  0.10
H (-2.63, -0.57, 3.64)  0.11
H (-3.25, -1.84, -0.05)  0.13
H (-3.74, -3.16, -2.12)  0.12
H (-3.40, -3.51, -4.57)  0.11
H (-1.65, -2.16, -5.72)  0.11
H (-0.28, -0.58, -4.38)  0.11
S (0.07, 2.23, -2.02)  0.62
C (-1.06, 2.93, -0.94)  -0.81
N (-2.27, 2.39, -0.80)  0.03
C (-3.30, 2.91, 0.09)  -0.14
C (-2.65, 3.65, 1.24)  -0.14
C (-1.65, 4.67, 0.71)  -0.15
N (-0.76, 4.03, -0.26)  0.04
H (-2.41, 1.53, -1.31)  0.11
H (-3.88, 2.07, 0.45)  0.12
H (-3.96, 3.57, -0.48)  0.12
H (-2.14, 2.94, 1.89)  0.09
H (-3.41, 4.15, 1.84)  0.13
H (-1.04, 5.06, 1.52)  0.12
H (-2.17, 5.50, 0.23)  0.12
H (0.18, 4.35, -0.35)  0.13